{"formula": "C17H18B2N2O18Pb", "method": "ωB97M-V/def2-TZVPD", "symbols": ["Pb", "O", "C", "O", "B", "O", "C", "O", "O", "C", "O", "C", "O", "O", "O", "C", "O", "B", "O", "C", "O", "O", "C", "O", "C", "O", "O", "O", "H", "C", "O", "H", "H", "H", "C", "C", "C", "C", "N", "H", "H", "H", "H", "H", "H", "H", "C", "C", "C", "C", "N", "H", "H", "H", "H", "H", "H", "H"], "positions_angstrom": [[0.503785, 0.996567, 1.594744], [6.539981, 3.660282, -4.616840], [6.291578, 3.028612, -3.583053], [5.229457, 3.167191, -2.779250], [5.313874, 2.277921, -1.616377], [6.660232, 1.613607, -1.759084], [7.236423, 1.997300, -2.976649], [8.316997, 1.656546, -3.434172], [4.219824, 1.294849, -1.479270], [3.588863, 1.365164, -0.305863], [2.621311, 0.653027, 0.031529], [4.425532, 2.367533, 0.519444], [5.216341, 3.000052, -0.361892], [4.349199, 2.475394, 1.683694], [-0.138151, 1.208360, -0.920684], [-1.327024, 0.935813, -1.324783], [-2.135685, 0.083096, -0.890206], [-3.335270, 0.055074, -1.704254], [-3.102463, 1.094004, -2.752324], [-1.966088, 1.640914, -2.540469], [-1.490277, 2.597044, -3.197796], [-3.434039, -1.287812, -2.286514], [-4.548456, -1.836554, -1.897308], [-5.010458, -2.915436, -2.237954], [-5.318669, -0.893591, -1.009993], [-4.488657, 0.212640, -0.866175], [-6.437506, -1.191660, -0.591264], [1.550419, 3.037240, 2.347212], [1.679160, 3.935616, 2.708975], [3.022284, -1.160765, 3.241938], [2.306891, 0.036159, 3.155076], [3.333501, -1.486198, 4.234584], [2.519450, -2.015899, 2.790276], [3.907087, -1.088320, 2.609508], [1.542651, -3.891788, -2.121098], [0.054681, -4.287937, -1.848425], [-0.634676, -2.965071, -1.422696], [-0.168771, -2.318992, -0.192907], [0.328909, -1.791578, 0.743682], [1.638611, -3.390969, -3.084459], [2.154842, -4.789623, -2.036121], [1.840026, -3.147400, -1.382482], [-0.088206, -5.074182, -1.107140], [-0.319526, -4.629587, -2.813481], [-1.713758, -3.118388, -1.435476], [-0.556974, -2.146551, -2.138291], [-4.481381, 2.298019, 3.617049], [-4.571038, 0.780271, 3.924935], [-4.209657, -0.183758, 2.749015], [-2.794225, -0.046014, 2.373274], [-1.655182, 0.016684, 2.138079], [-3.550758, 2.566434, 3.117049], [-4.733713, 2.907313, 4.484920], [-5.230708, 2.605354, 2.887562], [-5.653381, 0.666263, 3.985296], [-3.997047, 0.481948, 4.802226], [-4.843820, 0.148401, 1.927060], [-4.456341, -1.202618, 3.047626]], "forces_ev_per_angstrom": [[4.7352, 1.5528, 1.6534], [-0.8723, -1.3964, 2.3712], [-0.2542, 1.6473, -1.6306], [0.6121, 0.0196, -1.2186], [0.2644, -0.3279, 0.8844], [0.9891, 0.4820, -2.6182], [0.6995, -1.1244, 1.9348], [-2.1000, 0.3887, 1.0430], [-0.8794, -0.6700, -0.5198], [-1.1246, -1.8671, -0.0546], [2.6062, 2.0551, -1.1942], [-0.8652, -0.4083, -1.1481], [0.5657, 0.5719, 0.7075], [0.5763, 0.5818, 1.2238], [-4.9415, -1.2948, -1.7042], [6.6443, 3.4849, -0.2252], [-0.6709, -1.6058, 1.6359], [0.3015, -0.2602, -0.7156], [-2.2732, -1.4354, 0.3586], [3.1515, 4.2603, -1.8967], [-1.3480, -3.1491, 2.1748], [0.1822, -0.1104, -0.4401], [-1.3640, -2.3633, -1.2372], [1.0811, 1.2561, 0.4371], [-1.1425, 0.1174, 0.7153], [-2.9806, -0.8863, 0.5830], [2.9770, 2.0131, -0.3561], [-0.9150, -0.0457, -0.2226], [-0.2594, -0.8652, -0.3411], [-0.7052, 1.0242, -1.4054], [-1.0201, -0.4134, 0.0467], [0.0390, 0.2078, 0.6106], [-0.5966, -0.5537, -0.0226], [0.7988, 0.0342, 0.0142], [-0.7141, -0.5812, 0.7643], [1.3343, 1.8229, -0.4965], [-1.2254, -0.1739, -0.3859], [1.8740, 1.1015, 3.2250], [-1.9292, -1.9143, -3.2252], [0.0132, -0.3153, -0.1068], [0.3709, 0.2787, -0.2585], [0.3513, -0.2535, 0.1339], [0.1742, 0.1621, 0.0583], [-0.5761, 0.0084, 0.2234], [-0.1511, 0.0572, 0.6269], [0.4684, -0.2534, -0.5890], [0.1774, -0.4708, -0.7061], [-0.4710, 0.5356, -0.9863], [0.0692, 1.4870, 0.4317], [1.5932, -0.3562, -0.2651], [-3.9240, -0.8800, 1.0391], [0.3176, 0.2254, 0.6018], [0.5878, -0.1012, 0.1620], [-0.2768, -0.3943, -0.1869], [0.0290, -0.6605, 0.9511], [-0.3786, 0.1707, 0.1613], [0.1610, -0.4044, -0.3595], [0.2136, -0.0105, -0.2567]], "lowdin_charge": [1.453, 0.091, -0.357, 0.227, -0.889, 0.177, -0.324, 0.105, 0.216, -0.287, -0.027, -0.391, 0.216, 0.191, -0.064, -0.358, 0.239, -0.919, 0.254, -0.373, 0.101, 0.242, -0.411, 0.124, -0.296, 0.225, 0.126, -0.597, -0.099, -0.375, -0.507, 0.035, 0.021, 0.042, -0.098, -0.215, -0.189, -0.170, 0.160, 0.076, 0.065, 0.064, 0.103, 0.098, 0.105, 0.125, -0.099, -0.235, -0.152, -0.132, 0.041, 0.072, 0.068, 0.068, 0.098, 0.108, 0.109, 0.122], "homo_lumo_gap_ev": 5.568, "e_above_lowest_kcal_mol": 44.3, "spin_multiplicity": 1, "total_charge": -2, "total_energy_ha": -2365.43391, "e_lumo_ev": 3.66}

{"formula": "C17H18BBrCrN6O2", "method": "ωB97M-V/def2-TZVPD", "symbols": ["H", "N", "B", "N", "C", "Cr", "H", "C", "H", "C", "H", "C", "H", "H", "H", "N", "N", "N", "N", "C", "C", "H", "H", "C", "C", "C", "C", "H", "H", "H", "H", "H", "Br", "C", "C", "C", "C", "C", "C", "C", "O", "O", "H", "H", "H", "H"], "positions_angstrom": [[0.968647, 3.190338, 0.239717], [0.497237, 1.674047, -1.153421], [0.175116, 0.312693, -3.310818], [0.510177, 1.641715, -2.550211], [0.912174, 2.833099, -3.022264], [0.158290, -0.067319, -0.080883], [0.989294, 3.017724, -4.107471], [1.148204, 3.694736, -1.957641], [1.492504, 4.723523, -1.903640], [0.869019, 2.929518, -0.791737], [0.335531, 0.391625, -4.506631], [-0.812251, -1.416416, 1.033313], [-1.094084, -1.326169, 2.125497], [-0.036636, -2.225113, 1.061247], [-1.630384, -1.986103, 0.491667], [-1.300877, -0.006181, -2.889117], [1.145204, -0.785868, -2.712700], [-1.564520, -0.119440, -1.538132], [1.250035, -0.964269, -1.338454], [-2.425888, -0.249525, -3.566652], [2.040730, -1.598408, -3.295395], [-2.439629, -0.262888, -4.626369], [2.103127, -1.640939, -4.376311], [-3.458000, -0.511426, -2.693273], [2.732192, -2.316194, -2.317817], [-2.900553, -0.445882, -1.414732], [2.200586, -1.894512, -1.097562], [-4.478609, -0.781068, -2.819559], [3.508059, -3.058799, -2.379713], [-3.360457, -0.690338, -0.466381], [2.427283, -2.164767, -0.094799], [-1.159440, -0.109123, 1.069934], [1.072109, 2.925281, 2.786065], [0.633779, 1.496960, 3.976595], [0.104435, 1.722082, 5.258271], [0.043666, 0.656245, 6.203623], [0.575968, -0.617580, 5.900806], [1.088367, -0.817176, 4.627345], [1.046577, 0.186367, 3.662214], [1.637950, -0.198222, 2.340061], [2.389131, -1.188568, 2.330110], [1.284362, 0.536587, 1.329420], [-0.223186, 2.764795, 5.459889], [-0.391333, 0.940929, 7.169222], [0.600208, -1.444282, 6.612856], [1.622286, -1.701988, 4.269429]], "forces_ev_per_angstrom": [[-0.0783, -0.0153, 0.1763], [0.5493, 2.0620, -1.2677], [0.1285, 0.1276, 0.7792], [0.3411, 0.1085, 1.1688], [0.0012, 0.4589, -0.2882], [-2.3347, 3.0208, -0.7034], [-0.0507, -0.2390, 0.8545], [-0.1584, -0.3901, 1.1175], [-0.1429, -0.3253, -0.4792], [-0.0493, -1.2263, -2.2522], [-0.1685, 0.0396, 0.3367], [-3.2569, -1.9372, 2.6548], [0.0497, -0.8588, -0.8207], [0.5306, 1.2472, -0.1384], [0.5572, 1.1301, 0.7390], [-0.3572, -0.4665, 1.5704], [0.3043, -0.4068, 1.3600], [-0.9609, -0.7918, -0.0938], [1.9971, -1.8515, -2.3166], [-0.0986, -0.0323, 0.0122], [0.0867, -0.2680, 0.0161], [0.0956, 0.1367, -0.6973], [0.0902, 0.0517, 0.2126], [0.1468, -0.1503, 1.1700], [-0.1928, 0.0511, 0.2734], [2.4715, 0.4952, -1.0978], [-0.9944, 1.1592, -1.8017], [-0.4312, -0.0207, -0.6923], [0.0072, 0.0392, -0.4867], [0.2215, 0.2985, -0.0465], [0.2077, -0.1079, 0.6130], [0.9913, -1.2919, -0.5829], [-0.5085, 0.2682, 0.9833], [0.1865, -1.2432, 0.6621], [0.1392, 0.0424, -0.3579], [0.0865, 0.8558, -0.6807], [-0.3594, 0.7179, 0.0074], [-0.0778, 0.2341, -0.1667], [0.4154, 0.9019, 0.1092], [1.0437, -0.9670, 0.0679], [-0.9226, 1.1306, -0.8478], [0.6154, -0.8943, 0.4124], [0.1910, -1.0217, 0.2941], [0.2525, -0.5525, -0.2847], [-0.0816, 0.4576, -0.0120], [-0.4832, 0.0234, 0.5241]], "lowdin_charge": [0.014, -0.029, -0.430, -0.017, -0.082, 0.679, 0.132, -0.050, 0.094, -0.097, 0.118, -0.212, 0.060, 0.073, 0.054, -0.011, 0.007, -0.004, -0.085, -0.079, -0.066, 0.115, 0.124, -0.064, -0.043, -0.102, -0.078, 0.089, 0.095, 0.108, 0.102, 0.124, 0.863, -0.563, -0.114, -0.069, -0.067, -0.028, -0.184, -0.595, 0.032, -0.250, 0.105, 0.102, 0.104, 0.123], "homo_lumo_gap_ev": [8.140, 8.861], "e_above_lowest_kcal_mol": 53.9, "spin_multiplicity": 5, "total_charge": 0, "total_energy_ha": -4780.99245, "e_lumo_ev": [0.54, -0.10], "s_squared": 6.02}

{"formula": "C17H18BBrN6O2Pt", "method": "ωB97M-V/def2-TZVPD", "symbols": ["H", "N", "B", "N", "C", "Pt", "H", "C", "H", "C", "H", "C", "H", "H", "H", "N", "N", "N", "N", "C", "C", "H", "H", "C", "C", "C", "C", "H", "H", "H", "H", "H", "Br", "C", "C", "C", "C", "C", "C", "C", "O", "O", "H", "H", "H", "H"], "positions_angstrom": [[-1.574145, 0.106174, 0.991132], [-0.766096, -1.055895, -0.577125], [-0.294674, -2.908469, -2.186496], [-1.289805, -2.009773, -1.404428], [-2.639794, -2.011223, -1.285231], [1.316260, -0.635494, -0.439542], [-3.222314, -2.695219, -1.885120], [-2.971954, -1.073355, -0.311154], [-3.945689, -0.809990, 0.056319], [-1.771031, -0.538944, 0.152268], [-0.830666, -3.784704, -2.795275], [2.257878, 0.759078, 0.411760], [2.022908, 0.823930, 1.479446], [2.099772, 1.720744, -0.090893], [3.312642, 0.472797, 0.247648], [0.617815, -3.449913, -1.015410], [0.418267, -1.841357, -3.074836], [1.092622, -2.576049, -0.054803], [0.854412, -0.686353, -2.462616], [0.856424, -4.705656, -0.578380], [0.485181, -1.650239, -4.409080], [0.531913, -5.539143, -1.182790], [0.157863, -2.439553, -5.059745], [1.519931, -4.630076, 0.649049], [1.017810, -0.386824, -4.648925], [1.621265, -3.286879, 0.978854], [1.218731, 0.214351, -3.406156], [1.875159, -5.458889, 1.231404], [1.266834, 0.035338, -5.600266], [2.000213, -2.782525, 1.868125], [1.566377, 1.199973, -3.123455], [2.316320, -1.573007, -1.325469], [-2.614241, 1.524005, 3.524061], [-1.584996, 3.083242, 3.277235], [-1.760492, 4.171446, 4.136939], [-1.028711, 5.352266, 3.943784], [-0.129467, 5.440585, 2.877094], [0.032060, 4.362862, 2.006721], [-0.667974, 3.178693, 2.217561], [-0.367984, 1.989109, 1.337195], [-0.437323, 2.123524, 0.084645], [-0.065198, 0.951702, 2.015380], [-2.460848, 4.082960, 4.958221], [-1.184307, 6.193166, 4.615342], [0.428805, 6.354401, 2.695334], [0.720244, 4.389184, 1.161680]], "forces_ev_per_angstrom": [[-0.0596, -0.0038, -0.3239], [-2.4662, 0.0607, 0.8974], [-0.4340, 0.6502, 0.5173], [-0.2296, 0.2727, -0.0327], [1.0683, 0.4594, 0.5267], [-1.6092, -2.3207, -2.3891], [-0.0262, 0.1174, 0.0951], [0.0941, -0.2610, 0.0092], [-0.1308, -0.0851, -0.0349], [-0.1225, -0.4005, -0.5492], [0.2558, 0.1352, 0.0325], [2.8534, 3.4893, 1.9461], [-0.0247, -0.0451, -0.2067], [-0.3762, -0.1049, 0.0502], [-0.0108, -0.3421, -0.0029], [0.7805, 0.0771, 0.4056], [0.8285, 0.5794, 0.0385], [0.0240, -3.2279, 0.8020], [-0.1073, 0.0365, -2.2154], [0.2609, 1.0890, 0.0745], [0.3998, 0.2677, 1.0135], [0.0611, -0.0516, 0.1516], [-0.0221, 0.0099, -0.2323], [-0.2491, -0.2747, 0.0201], [-0.0430, 0.1138, 0.0929], [-0.2622, 0.1257, -1.1429], [-0.2608, -1.2933, 0.0701], [-0.0978, -0.0929, 0.1304], [-0.1705, 0.1508, -0.2367], [0.0037, -0.2408, -0.4161], [0.0434, -0.1906, -0.1331], [-0.3418, 1.2240, 1.0077], [0.4833, 1.1785, -0.0084], [-1.1090, -0.6298, 1.0102], [0.2815, 1.1853, 0.4725], [-1.4339, -1.3177, 0.9337], [0.6152, -0.2571, -1.2111], [0.0664, -0.2351, 0.1134], [1.1023, 0.1159, -1.4902], [-0.0070, -0.6706, -0.9254], [0.5034, -0.3434, 1.8781], [0.0876, 1.0245, -0.9254], [0.0175, 0.1064, -0.0687], [0.0645, -0.1811, -0.1148], [-0.0779, -0.0891, 0.1176], [-0.2230, 0.1895, 0.2533]], "lowdin_charge": [0.062, -0.074, -0.432, -0.015, 0.009, 1.504, 0.144, 0.001, 0.114, -0.073, 0.133, -0.250, 0.041, 0.051, 0.060, 0.001, -0.004, -0.209, -0.163, 0.006, 0.004, 0.147, 0.145, -0.006, -0.003, -0.058, -0.055, 0.120, 0.117, 0.137, 0.132, 0.216, 1.029, -0.512, -0.058, 0.022, 0.035, 0.030, -0.109, -0.690, 0.014, -0.099, 0.120, 0.137, 0.138, 0.139], "homo_lumo_gap_ev": [7.693, 5.313], "spin_multiplicity": 5, "total_charge": 2, "total_energy_ha": -3854.95846, "e_lumo_ev": [-7.49, -9.76], "s_squared": 6.03}